(1)
C27H40F2P | the ωB97M-V functional and the def2-TZVPD basis

As for the total charge: +1. The value obtained for the HOMO-LUMO gap is 0.16829 Ha. The energy relative to the best compared isomer or geometry (same formula, charge and spin) comes out at 0.0 kcal per mole. The calculation puts the total energy at -1593.6429 a.u. Its spin multiplicity is 1.

XYZ file:
```
70
Properties=species:S:1:pos:R:3:lowdin_charge:R:1
C 1.604 5.549 2.092 -0.12
C 1.247 4.067 2.102 -0.29
C 0.829 3.542 0.725 -0.29
C 0.492 2.057 0.710 -0.40
P 1.960 0.996 1.019 1.00
C 1.111 -0.641 0.965 -0.38
C 1.106 -1.311 2.329 -0.30
C 2.502 -1.710 2.824 -0.29
C 2.475 -2.446 4.160 -0.11
C 2.648 0.993 -0.683 -0.39
C 3.925 0.176 -0.738 -0.29
C 4.563 0.086 -2.136 -0.26
C 3.700 -0.655 -3.149 -0.12
H 1.899 5.915 3.080 0.07
H 2.432 5.755 1.411 0.07
H 0.758 6.158 1.765 0.07
H 2.096 3.474 2.466 0.08
H 0.440 3.879 2.823 0.11
H -0.030 4.128 0.368 0.11
H 1.631 3.749 0.004 0.10
H -0.243 1.819 1.482 0.08
H 0.061 1.753 -0.246 0.07
H 0.096 -0.487 0.590 0.05
H 1.618 -1.267 0.228 0.07
H 0.640 -0.642 3.066 0.11
H 0.468 -2.206 2.311 0.09
H 2.995 -2.332 2.064 0.11
H 3.124 -0.809 2.899 0.09
H 3.475 -2.710 4.513 0.07
H 2.007 -1.841 4.939 0.07
H 1.905 -3.375 4.087 0.07
H 1.892 0.598 -1.363 0.07
H 2.835 2.029 -0.973 0.08
H 4.644 0.593 -0.018 0.11
H 3.725 -0.840 -0.373 0.09
H 4.786 1.097 -2.502 0.11
H 5.543 -0.407 -2.062 0.11
H 4.210 -0.797 -4.106 0.07
H 3.421 -1.646 -2.784 0.07
H 2.777 -0.112 -3.359 0.06
C -4.320 -1.967 4.124 0.00
C -3.711 -1.945 2.774 -0.16
C -4.068 -0.929 1.884 -0.19
F -4.943 0.026 2.277 0.10
C -3.533 -0.892 0.618 0.09
C -2.633 -1.878 0.171 -0.18
C -2.034 -1.940 -1.114 0.13
C -2.232 -1.193 -2.305 -0.18
C -3.229 -0.221 -2.517 0.09
C -3.340 0.445 -3.716 -0.19
F -4.299 1.386 -3.880 0.10
C -2.471 0.154 -4.770 -0.16
C -2.611 0.897 -6.043 0.00
C -1.497 -0.819 -4.592 0.01
C -1.378 -1.476 -3.394 0.02
C -2.277 -2.882 1.098 0.01
C -2.804 -2.913 2.363 0.01
H -3.884 -2.746 4.747 0.09
H -4.174 -1.015 4.632 0.10
H -5.392 -2.154 4.058 0.11
H -3.786 -0.050 0.008 0.11
H -1.287 -2.713 -1.207 0.13
H -3.972 -0.013 -1.775 0.11
H -1.927 0.521 -6.803 0.09
H -3.624 0.809 -6.436 0.11
H -2.397 1.955 -5.895 0.11
H -0.830 -1.060 -5.403 0.13
H -0.625 -2.235 -3.270 0.13
H -1.576 -3.638 0.790 0.13
H -2.516 -3.697 3.045 0.13
```

(2)
C4H7N3O5 | the ωB97M-V functional and the def2-TZVPD basis

The value obtained for the HOMO-LUMO gap (alpha / beta) is 0.31728 / 0.31707 Ha. The energy relative to the best compared isomer or geometry (same formula, charge and spin) comes out at 156.0 kcal per mole. The calculation puts the total energy at -696.7856 a.u. Its spin multiplicity is 1.

XYZ file:
```
19
Properties=species:S:1:pos:R:3:lowdin_charge:R:1
C 1.958 -1.503 1.433 -0.54
C -0.795 -0.852 0.672 -0.03
C 0.470 1.163 -0.423 -0.03
C 0.479 -0.310 -0.024 -0.36
N -0.126 -2.831 3.313 -0.06
N 0.842 -3.332 2.611 0.10
N 1.111 -3.739 1.493 -0.23
O 1.132 -4.846 0.990 0.11
O 2.408 -1.579 2.511 0.20
O -0.177 -2.543 4.452 0.07
O 1.554 -2.597 0.637 0.08
O 1.728 -0.370 0.745 0.05
H -1.582 -0.840 -0.084 0.09
H -0.615 -1.950 0.925 0.08
H -1.078 -0.250 1.513 0.08
H 1.442 1.267 -0.816 0.07
H 0.238 1.837 0.356 0.08
H -0.097 1.291 -1.318 0.08
H 0.534 -0.970 -0.965 0.16
```

(3)
C10H16N4O | the ωB97M-V functional and the def2-TZVPD basis

As for the total charge: +2. The value obtained for the HOMO-LUMO gap (alpha / beta) is 0.23772 / 0.21473 Ha. The energy relative to the best compared isomer or geometry (same formula, charge and spin) comes out at 152.7 kcal per mole. The calculation puts the total energy at -684.0385 a.u. Its spin multiplicity is 1.

XYZ file:
```
31
Properties=species:S:1:pos:R:3:lowdin_charge:R:1
C -3.101 -1.629 -0.626 0.05
C -1.984 -1.103 -1.021 0.16
C -3.828 -0.753 0.227 -0.11
C -1.957 0.223 -0.306 -0.30
C 2.182 -0.337 0.026 -0.19
C 4.388 -0.678 0.573 -0.13
C 4.285 -0.397 -0.956 -0.07
C -5.070 -0.916 0.967 0.09
C 0.940 2.065 0.920 -0.07
C -1.533 1.601 -0.920 0.11
N -0.760 0.911 0.025 -0.06
N 3.037 -0.487 1.005 0.03
N 2.752 -0.260 -1.087 0.03
N 0.143 0.882 0.895 0.08
O -3.097 0.337 0.431 0.19
H -3.503 -2.573 -0.937 0.15
H -1.133 -1.645 -1.416 0.16
H 4.861 -1.666 0.695 0.13
H 5.117 0.084 1.025 0.15
H 4.691 0.485 -1.498 0.13
H 4.602 -1.215 -1.641 0.13
H -5.041 -1.394 1.949 0.15
H -5.554 -0.048 1.109 0.08
H -5.621 -1.711 0.426 0.14
H 1.405 2.073 -0.078 0.10
H 1.655 2.029 1.761 0.10
H 0.150 2.831 1.283 0.15
H -1.063 1.686 -1.963 0.17
H -2.114 2.439 -0.784 0.12
H 2.767 -0.402 1.971 0.15
H 2.383 -0.429 -2.057 0.18
```

(4)
H22NO13S | the ωB97M-V functional and the def2-TZVPD basis

As for the total charge: -1. The value obtained for the HOMO-LUMO gap is 0.19708 Ha. The energy relative to the best compared isomer or geometry (same formula, charge and spin) comes out at 34.8 kcal per mole. The calculation puts the total energy at -1444.2222 a.u. Its spin multiplicity is 1.

XYZ file:
```
37
Properties=species:S:1:pos:R:3:lowdin_charge:R:1
N -0.031 0.088 -0.067 0.38
H -0.524 0.237 0.643 0.01
H 0.496 -0.685 0.285 0.08
H 0.576 0.916 -0.239 0.13
H -0.515 -0.142 -0.995 0.14
S 0.506 -1.786 2.975 0.22
O 0.351 -0.390 3.329 -0.40
O -0.456 -2.287 1.985 -0.42
O 1.810 -1.946 2.302 -0.44
O 0.692 -2.681 4.151 -0.41
O 0.926 1.782 -2.815 0.08
H 0.613 1.082 -3.039 -0.17
H 1.830 1.531 -3.026 0.10
O 2.132 3.801 0.741 -0.03
H 2.868 3.885 0.153 0.05
H 2.377 2.858 0.936 0.10
O -1.866 2.753 1.216 -0.10
H -1.168 2.996 1.778 -0.02
H -1.231 3.075 0.450 0.03
O 2.809 -1.513 0.053 -0.12
H 3.611 -2.005 -0.214 0.03
H 2.729 -1.705 0.983 -0.06
O -0.016 3.273 -0.685 -0.11
H 0.777 3.573 -0.173 0.00
H 0.423 2.882 -1.494 0.03
O -0.272 -0.538 -3.311 0.00
H 0.343 -1.247 -3.469 0.07
H -0.979 -1.103 -3.466 0.03
O -2.882 -0.874 -1.253 -0.05
H -3.607 -0.285 -1.313 0.02
H -2.840 -1.387 -0.464 -0.03
O -0.828 -3.101 -0.614 -0.06
H 0.048 -2.950 -0.936 0.00
H -0.833 -2.774 0.301 -0.02
O -2.873 -1.878 1.344 -0.11
H -2.006 -2.071 1.763 -0.03
H -2.986 -1.390 2.195 0.07
```

(5)
C4H8ClN2O2 | the ωB97M-V functional and the def2-TZVPD basis

As for the total charge: +1. The value obtained for the HOMO-LUMO gap (alpha / beta) is 0.20893 / 0.26991 Ha. The calculation puts the total energy at -876.7681 a.u. Its spin multiplicity is 3.

XYZ file:
```
17
Properties=species:S:1:pos:R:3:lowdin_charge:R:1
C -0.149 0.398 -0.265 -0.02
C 1.890 -1.083 -0.443 -0.10
C -1.980 -0.265 1.096 0.00
C 1.351 0.350 -0.493 -0.64
N -0.618 -0.199 0.728 0.00
N -1.158 1.492 -1.784 -0.28
O -2.297 1.416 -1.687 0.22
O -0.293 1.937 -2.398 0.20
Cl 1.907 1.138 1.013 0.75
H 1.624 -1.556 0.596 0.10
H 1.485 -1.900 -0.992 0.09
H 2.962 -0.840 -0.318 0.10
H -1.876 -0.503 2.142 0.11
H -2.418 -1.068 0.482 0.12
H -2.656 0.581 0.974 0.11
H 1.899 0.706 -1.334 0.11
H 0.086 -0.656 1.231 0.11
```